1.
Here is 9 unconnected molecules or ions with the total composition C32H88ClN8O12 from the Open Molecules 2025 dataset. Energies are from the ωB97M-V functional and the def2-TZVPD basis.

Last column: Löwdin charge in e.
CARTESIAN COORDINATES (ANGSTROEM)
Cl: 0.2906 1.1299 0.6747  0.55
O: -0.5718 1.2179 1.7837  -0.39
O: -0.3686 1.7464 -0.4245  -0.38
O: 1.5604 1.6895 0.9678  -0.37
O: 0.5078 -0.2786 0.4732  -0.41
C: 0.6847 -6.0707 -3.2841  -0.08
C: 1.4493 -5.0886 -4.1798  -0.39
C: 1.7824 -3.6487 -3.5989  -0.16
O: 2.5631 -2.8159 -4.4952  -0.22
C: 2.9588 -1.4701 -4.0429  -0.07
N: 2.6978 -5.8538 -4.4818  0.01
H: 1.3336 -6.3773 -2.4637  0.08
H: 0.3139 -6.9420 -3.8239  0.07
H: -0.1634 -5.5752 -2.8116  0.07
H: 0.9285 -4.9379 -5.1254  0.12
H: 2.3548 -3.7299 -2.6749  0.12
H: 0.8916 -3.0844 -3.3230  0.12
H: 3.7166 -1.3419 -3.2699  0.08
H: 2.0902 -0.9087 -3.6988  0.08
H: 3.2732 -0.9781 -4.9633  0.08
H: 3.2795 -5.2232 -5.0146  0.05
H: 2.5242 -6.5997 -5.1403  0.06
C: -2.1321 4.4063 -5.2780  -0.07
C: -3.2643 3.3945 -5.4981  -0.44
C: -2.6237 2.0667 -5.8587  -0.20
O: -1.6440 2.0844 -6.9393  -0.20
C: -1.1386 0.7875 -7.2260  -0.11
N: -4.1110 3.2221 -4.2863  0.05
H: -1.3742 3.9429 -4.6463  0.08
H: -2.4302 5.3568 -4.8357  0.07
H: -1.5506 4.6356 -6.1710  0.07
H: -3.8501 3.6866 -6.3696  0.13
H: -3.3867 1.3679 -6.2017  0.12
H: -2.1705 1.6215 -4.9729  0.12
H: -1.2162 0.0747 -6.4051  0.08
H: -0.1288 1.0188 -7.5649  0.09
H: -1.6518 0.3410 -8.0776  0.08
H: -4.4511 4.1682 -4.1901  0.06
H: -3.3501 3.2064 -3.6222  0.06
C: -6.0439 -3.5547 -1.2590  -0.10
C: -4.8222 -2.8113 -1.4517  -0.45
C: -4.3063 -2.8355 -2.9132  -0.17
O: -4.2529 -4.2160 -3.3532  -0.22
C: -4.2744 -4.5145 -4.7837  -0.09
N: -5.1182 -1.4150 -1.0253  0.04
H: -6.4249 -3.4524 -0.2429  0.09
H: -5.9002 -4.6290 -1.3743  0.08
H: -6.7719 -3.3040 -2.0305  0.09
H: -4.0126 -3.1406 -0.8004  0.14
H: -3.3248 -2.3939 -3.0851  0.12
H: -4.9903 -2.3295 -3.5946  0.11
H: -4.4686 -5.5775 -4.9263  0.08
H: -3.3457 -4.2817 -5.3046  0.07
H: -5.0514 -3.9674 -5.3176  0.07
H: -5.7599 -0.9649 -1.6623  0.06
H: -4.2558 -0.9097 -1.1705  0.07
C: 2.4955 -0.0904 6.0280  -0.05
C: 2.5226 -1.1772 7.1570  -0.43
C: 2.7692 -0.6057 8.5679  -0.24
O: 3.9607 0.0705 8.7449  -0.18
C: 5.1009 -0.7944 8.9127  -0.09
N: 1.1995 -1.7705 7.0539  0.02
H: 3.4536 0.4223 6.1131  0.07
H: 1.6371 0.5627 6.1847  0.08
H: 2.2961 -0.5006 5.0380  0.08
H: 3.2734 -1.9161 6.8768  0.12
H: 2.6389 -1.3419 9.3611  0.12
H: 1.8890 0.0255 8.6904  0.12
H: 5.0714 -1.1727 9.9345  0.08
H: 5.9952 -0.1881 8.7695  0.08
H: 5.2521 -1.5848 8.1774  0.08
H: 1.0981 -2.1692 6.1315  0.07
H: 0.6592 -0.9405 6.8558  0.05
C: 3.0417 4.7274 -4.7699  -0.07
C: 3.4022 5.7938 -3.7545  -0.43
C: 2.4008 6.9092 -3.3085  -0.15
O: 3.0031 7.7723 -2.3322  -0.18
C: 3.8927 8.7087 -2.8063  -0.16
N: 3.9496 5.0156 -2.6239  0.04
H: 2.4908 5.1597 -5.6052  0.07
H: 2.2067 4.1689 -4.3470  0.07
H: 3.8388 4.0286 -5.0238  0.08
H: 4.2808 6.3056 -4.1471  0.12
H: 1.4865 6.5132 -2.8665  0.13
H: 2.0605 7.5556 -4.1175  0.11
H: 4.9255 8.4106 -2.9868  0.08
H: 4.1044 9.3883 -1.9809  0.08
H: 3.5855 9.3849 -3.6041  0.09
H: 4.0546 5.5431 -1.7690  0.06
H: 3.1312 4.4833 -2.3649  0.07
C: 0.1182 -6.0116 2.5388  -0.06
C: -1.1921 -5.1759 2.4506  -0.44
C: -2.4600 -5.9919 2.9238  -0.17
O: -2.6309 -7.2851 2.2957  -0.19
C: -2.7281 -7.1817 0.8847  -0.12
N: -1.0147 -3.9175 3.1385  0.03
H: 0.9364 -5.3084 2.3836  0.07
H: 0.2869 -6.6796 1.6941  0.06
H: 0.3083 -6.5614 3.4606  0.08
H: -1.2913 -4.9186 1.3960  0.12
H: -3.3714 -5.4305 2.7183  0.11
H: -2.4458 -5.9999 4.0137  0.12
H: -1.7799 -6.9375 0.4059  0.07
H: -3.5562 -6.6370 0.4312  0.09
H: -2.8696 -8.2350 0.6424  0.09
H: -1.8751 -3.3887 3.1277  0.07
H: -0.3897 -3.3232 2.6128  0.08
C: -6.0019 1.8468 3.3921  -0.07
C: -6.1306 0.4299 4.0817  -0.41
C: -7.5750 -0.2268 3.8642  -0.19
O: -8.5599 0.0252 4.8520  -0.17
C: -9.8525 -0.4877 4.5195  -0.12
N: -5.1390 -0.4178 3.4970  0.03
H: -4.9903 2.2528 3.3868  0.07
H: -6.7585 2.5656 3.7067  0.07
H: -6.1319 1.7634 2.3131  0.07
H: -5.9786 0.5873 5.1495  0.13
H: -7.4801 -1.3123 3.8381  0.12
H: -7.8362 0.0672 2.8475  0.11
H: -10.6799 0.0209 5.0144  0.08
H: -9.9374 -1.5055 4.9002  0.08
H: -10.1889 -0.6171 3.4908  0.08
H: -5.4465 -0.6001 2.5524  0.07
H: -4.3749 0.2290 3.3632  0.07
C: 7.5558 3.0886 3.7260  -0.07
C: 7.4615 3.6238 2.2647  -0.40
C: 8.7221 4.2862 1.6381  -0.19
O: 8.5413 5.1760 0.5168  -0.19
C: 7.8647 6.4380 0.7927  -0.08
N: 7.0909 2.3999 1.4439  0.02
H: 8.4706 2.5127 3.8660  0.07
H: 6.6765 2.4666 3.8930  0.07
H: 7.5714 3.8846 4.4705  0.07
H: 6.6075 4.3009 2.2455  0.12
H: 9.3669 3.4311 1.4353  0.12
H: 9.2313 4.7460 2.4851  0.11
H: 6.8094 6.3426 1.0482  0.08
H: 7.7785 6.9509 -0.1652  0.08
H: 8.4389 7.0322 1.5037  0.08
H: 7.0579 2.7963 0.5155  0.06
H: 6.1050 2.2454 1.5998  0.06

* ΔE to the lowest compared entry with this formula, charge and spin: 108.9 kcal per mole
* gap between HOMO and LUMO: 8.0 eV
* molecular weight: 812.55 g mol⁻¹
* highest occupied orbital energy: -0.2210 Ha
* LUMO energy: 2.01 eV
* net charge: -1
* strongest force on any atom: 2.840 eV/A



2.
Here is a molecular structure, C32H88N8O16S2Sr2 from the Open Molecules 2025 dataset. Energies are from the ωB97M-V functional and the def2-TZVPD basis.

Last column: Löwdin charge in e.
CARTESIAN COORDINATES (ANGSTROEM)
Sr: 0.2301 1.8568 -2.2667  1.52
Sr: -3.3598 0.7680 0.7870  1.61
S: -2.2701 4.0201 -0.8850  0.22
O: -3.1703 4.7893 -1.7400  -0.39
O: -0.9946 3.7270 -1.5676  -0.55
O: -2.0740 5.0708 0.1438  -0.39
O: -2.9174 2.7912 -0.4027  -0.55
S: -0.4918 -0.2541 0.0283  0.22
O: 0.7528 0.5059 -0.1621  -0.43
O: -1.4498 0.4528 -0.8343  -0.55
O: -0.3334 -1.6400 -0.4297  -0.37
O: -1.0962 -0.1231 1.3391  -0.43
C: -1.3135 -1.6610 -5.2251  -0.05
C: -1.0165 -0.2792 -4.6558  -0.38
C: -2.2722 0.6049 -4.4770  -0.15
O: -1.9494 1.8820 -3.8788  -0.27
C: -2.3270 2.9523 -4.7325  -0.09
N: -0.3529 -0.5172 -3.3453  -0.03
H: -1.5931 -1.5190 -6.2758  0.08
H: -2.0848 -2.2426 -4.7208  0.08
H: -0.4108 -2.2709 -5.2206  0.06
H: -0.2462 0.2478 -5.2226  0.12
H: -2.9595 0.2400 -3.7112  0.14
H: -2.6883 0.6319 -5.4857  0.13
H: -3.4011 2.9518 -4.9201  0.10
H: -1.7415 2.9600 -5.6590  0.09
H: -2.0800 3.8704 -4.1953  0.08
H: 0.2450 -1.3433 -3.3745  0.04
H: -0.9833 -0.8713 -2.6260  0.05
C: 0.7601 -4.8724 -4.2649  -0.06
C: 0.1166 -4.3408 -2.9979  -0.41
C: -0.1088 -5.3950 -1.9321  -0.23
O: 1.0073 -6.2261 -1.6943  -0.19
C: 0.8146 -7.1851 -0.6500  -0.09
N: 0.8303 -3.0902 -2.5376  0.06
H: 1.5522 -5.5768 -4.0034  0.08
H: 1.1238 -4.0434 -4.8695  0.07
H: 0.1063 -5.4675 -4.9067  0.08
H: -0.9037 -4.0245 -3.2406  0.12
H: -0.9678 -5.9998 -2.2582  0.13
H: -0.5400 -4.9203 -1.0408  0.12
H: 0.0647 -7.9139 -0.9585  0.09
H: 0.4176 -6.7315 0.2648  0.07
H: 1.7955 -7.5407 -0.3481  0.09
H: 0.2616 -2.7871 -1.7450  0.02
H: 1.6408 -3.5620 -2.1328  0.08
C: 2.6252 2.9616 -6.0478  -0.04
C: 2.0280 2.2945 -4.7861  -0.44
C: 3.0320 1.5992 -3.8985  -0.22
O: 2.3806 0.7093 -3.0371  -0.30
C: 3.2249 -0.3165 -2.5388  -0.07
N: 1.3142 3.3260 -4.0798  -0.02
H: 3.3793 2.3210 -6.5202  0.08
H: 3.2133 3.8433 -5.7876  0.08
H: 1.8807 3.1370 -6.8210  0.08
H: 1.3743 1.5054 -5.1685  0.13
H: 3.6381 2.3970 -3.4450  0.14
H: 3.7434 1.0990 -4.5652  0.13
H: 2.7019 -0.7133 -1.6692  0.07
H: 4.1466 0.0346 -2.0604  0.10
H: 3.4616 -1.0611 -3.2974  0.10
H: 0.5779 3.7823 -4.6117  0.10
H: 1.9567 4.1013 -3.9423  0.10
C: -3.8366 -3.7455 -0.6098  -0.05
C: -4.5681 -2.7617 0.3304  -0.38
C: -5.4827 -3.4757 1.3235  -0.22
O: -5.9596 -2.4974 2.2184  -0.19
C: -6.7514 -3.0443 3.2588  -0.10
N: -3.4824 -1.9263 0.9229  -0.01
H: -4.5290 -4.3773 -1.1704  0.08
H: -3.2495 -4.4494 -0.0119  0.09
H: -3.0994 -3.2464 -1.2387  0.07
H: -5.2973 -2.0783 -0.1165  0.14
H: -4.9129 -4.2926 1.7870  0.13
H: -6.3258 -3.9634 0.8209  0.13
H: -7.7997 -3.0130 2.9518  0.09
H: -6.5869 -2.3681 4.1000  0.08
H: -6.5170 -4.0406 3.6399  0.09
H: -3.0354 -2.3268 1.7526  0.09
H: -2.6886 -2.2297 0.3561  0.04
C: 1.3561 4.3076 0.6926  -0.03
C: 2.5878 3.8853 -0.0494  -0.38
C: 3.8002 3.7156 0.9061  -0.19
O: 4.4572 4.9383 1.1548  -0.18
C: 5.7266 4.8867 1.7407  -0.13
N: 2.3284 2.6603 -0.8076  0.00
H: 0.9669 3.5211 1.3405  0.08
H: 0.5840 4.6279 -0.0063  0.06
H: 1.5911 5.1844 1.2997  0.10
H: 2.8706 4.6544 -0.7744  0.14
H: 4.5552 2.9612 0.6502  0.11
H: 3.3421 3.3609 1.8387  0.10
H: 6.1892 5.8472 1.5004  0.08
H: 6.3934 4.1596 1.2648  0.08
H: 5.7509 4.8017 2.8298  0.08
H: 3.1138 2.2473 -1.2965  0.06
H: 1.9662 1.8778 -0.2699  0.02
C: 2.3121 0.1203 5.3352  -0.04
C: 1.0247 0.7256 4.7711  -0.43
C: 1.2823 1.6067 3.5468  -0.19
O: 2.1521 2.7147 3.7475  -0.20
C: 1.6857 3.6726 4.6560  -0.11
N: 0.1810 -0.3819 4.3609  0.06
H: 2.1691 -0.8375 5.8333  0.08
H: 2.9046 0.7280 6.0231  0.07
H: 3.0137 -0.0107 4.5046  0.07
H: 0.4851 1.2407 5.5720  0.13
H: 0.3328 1.9397 3.1174  0.11
H: 1.7779 0.8982 2.8801  0.11
H: 2.4030 4.4955 4.6754  0.09
H: 1.7335 3.3347 5.6987  0.08
H: 0.6884 4.0608 4.4331  0.09
H: -0.5535 -0.0487 3.7405  0.03
H: 0.6582 -1.0605 3.7747  0.06
C: -3.0671 4.2558 3.9815  -0.03
C: -2.9032 2.8534 3.3546  -0.40
C: -3.0890 1.6079 4.2159  -0.17
O: -3.0466 0.4737 3.3332  -0.31
C: -3.1397 -0.7652 4.0116  -0.10
N: -3.8596 2.8556 2.2261  -0.06
H: -2.3357 4.4939 4.7523  0.08
H: -4.0365 4.2371 4.5010  0.08
H: -3.2795 5.0152 3.2321  0.09
H: -1.9143 2.6787 2.9158  0.13
H: -3.9215 1.7431 4.9158  0.14
H: -2.2210 1.5026 4.8761  0.12
H: -2.3139 -1.3774 3.6420  0.08
H: -4.0873 -1.2985 3.9121  0.08
H: -2.9280 -0.7175 5.0827  0.10
H: -3.5402 3.6147 1.6124  0.06
H: -4.6287 3.3389 2.6907  0.09
C: 2.4792 -4.6579 1.2156  -0.06
C: 2.4312 -3.2646 1.8320  -0.39
C: 3.3515 -2.2636 1.0969  -0.19
O: 3.4179 -1.1505 1.9753  -0.22
C: 3.9437 0.0612 1.4524  -0.09
N: 1.0504 -2.7601 1.6425  0.04
H: 3.4990 -5.0298 1.3529  0.08
H: 2.1771 -4.6263 0.1699  0.06
H: 1.8713 -5.3895 1.7473  0.07
H: 2.7666 -3.2197 2.8667  0.14
H: 2.9798 -1.9561 0.1191  0.11
H: 4.3348 -2.7513 1.0567  0.12
H: 4.9645 -0.1643 1.1141  0.09
H: 3.9869 0.8364 2.2103  0.08
H: 3.3787 0.2715 0.5415  0.06
H: 0.9033 -1.8179 1.9948  0.02
H: 0.7672 -2.5737 0.6650  0.03

* ΔE to the lowest compared entry with this formula, charge and spin: 89.4 kcal per mole
* gap between HOMO and LUMO: 6.2 eV
* molecular weight: 1080.47 g mol⁻¹
* highest occupied orbital energy: -0.2269 Ha
* LUMO energy: 0.04 eV
* strongest force on any atom: 6.334 eV/A



3.
Here is 9 unconnected molecules or ions with the total composition C32H89N7O11 from the Open Molecules 2025 dataset. Energies are from the ωB97M-V functional and the def2-TZVPD basis.

Last column: Löwdin charge in e.
CARTESIAN COORDINATES (ANGSTROEM)
C: 1.0541 1.6690 2.3001  -0.08
O: -0.3407 1.6440 2.1712  -0.23
C: -0.9475 0.5049 2.6834  -0.22
C: -2.4032 0.8716 2.9700  -0.37
C: -2.4087 1.7583 4.1719  -0.06
N: -3.2592 -0.3627 3.2207  0.04
H: 1.4299 2.6924 2.4016  0.07
H: 1.5585 1.0422 1.5834  0.07
H: 1.3057 1.1747 3.2531  0.10
H: -0.8254 -0.3675 2.0229  0.12
H: -0.5759 0.2839 3.6814  0.12
H: -2.7366 1.2667 2.0136  0.14
H: -1.6385 2.5061 4.0518  0.05
H: -2.1168 1.1353 5.0226  0.09
H: -3.3860 2.2617 4.2790  0.10
H: -3.8256 -0.4257 4.0677  0.09
H: -3.9040 -0.5792 2.4706  0.06
C: 3.4111 4.9916 1.9833  -0.13
O: 2.1352 5.3816 1.5328  -0.20
C: 1.1866 5.4540 2.6463  -0.20
C: -0.2478 5.6652 2.1580  -0.43
C: -1.2791 5.5526 3.3061  -0.05
N: -0.4513 4.6521 1.1556  0.05
H: 3.4055 4.2516 2.8478  0.10
H: 3.9969 5.8467 2.3222  0.08
H: 3.9418 4.6428 1.0765  0.09
H: 1.1971 4.5682 3.2564  0.10
H: 1.4462 6.2657 3.3072  0.12
H: -0.3088 6.6757 1.6984  0.15
H: -1.0498 6.2555 4.1571  0.09
H: -1.3442 4.5558 3.7606  0.04
H: -2.3303 5.6700 2.9695  0.08
H: -0.3829 3.6987 1.5892  0.07
H: 0.3354 4.7282 0.5064  0.07
C: 5.8747 1.7427 1.4415  -0.09
O: 5.9644 0.5208 2.2281  -0.22
C: 5.5957 -0.6293 1.4290  -0.21
C: 5.8566 -1.9286 2.2154  -0.43
C: 7.3611 -2.0341 2.5289  -0.07
N: 5.4537 -3.0142 1.3066  0.05
H: 6.3041 2.5670 2.0375  0.09
H: 4.8099 1.9445 1.2429  0.07
H: 6.4263 1.5751 0.4898  0.09
H: 4.5406 -0.5900 1.0794  0.11
H: 6.2411 -0.6529 0.5411  0.12
H: 5.3055 -1.8816 3.1870  0.14
H: 7.6743 -1.0680 2.9580  0.07
H: 7.8646 -2.1924 1.5564  0.09
H: 7.6124 -2.8369 3.2635  0.08
H: 5.8549 -3.8623 1.6715  0.07
H: 4.4723 -3.1894 1.3588  0.03
C: 3.8472 -5.0562 -0.9351  -0.14
O: 2.4711 -5.0427 -0.9899  -0.17
C: 2.0046 -4.6120 -2.2599  -0.23
C: 0.5441 -4.8923 -2.4092  -0.44
C: 0.1827 -4.7760 -3.9080  -0.06
N: -0.2393 -3.9271 -1.6486  0.07
H: 4.3052 -4.0978 -1.0607  0.07
H: 4.3149 -5.8293 -1.5682  0.10
H: 4.1125 -5.2370 0.0918  0.06
H: 2.1582 -3.5399 -2.3499  0.12
H: 2.5984 -5.0742 -3.0827  0.14
H: 0.4465 -5.9302 -2.1774  0.13
H: -0.8863 -4.7584 -4.1205  0.07
H: 0.8619 -5.4296 -4.4723  0.08
H: 0.5648 -3.7550 -4.1848  0.09
H: -1.2151 -4.2191 -1.6118  0.07
H: 0.0790 -3.9464 -0.6855  0.05
C: -5.4473 -4.8347 -3.0518  -0.13
O: -5.3170 -3.6074 -3.6778  -0.17
C: -4.5065 -2.6708 -3.0220  -0.25
C: -4.2315 -1.5504 -3.9130  -0.49
C: -3.3490 -0.5523 -3.2500  -0.06
N: -5.4769 -0.9708 -4.3345  0.05
H: -4.6216 -5.5596 -3.1660  0.09
H: -6.3768 -5.2805 -3.4179  0.09
H: -5.5926 -4.6714 -1.9741  0.09
H: -4.9594 -2.2495 -2.0898  0.14
H: -3.5736 -3.1667 -2.7017  0.11
H: -3.7415 -1.9442 -4.8440  0.15
H: -3.2063 0.3547 -3.8704  0.07
H: -2.3586 -0.9442 -2.9468  0.09
H: -3.8262 -0.2657 -2.3326  0.07
H: -5.2573 -0.1102 -4.8103  0.07
H: -6.0554 -1.5896 -4.9074  0.09
C: -1.9361 3.0548 -4.1839  -0.10
O: -2.0039 3.9553 -3.0802  -0.20
C: -3.0336 4.8861 -3.3471  -0.20
C: -3.0581 5.9736 -2.2366  -0.46
C: -1.8375 6.8347 -2.2828  -0.08
N: -3.3137 5.5994 -0.8605  0.06
H: -1.5247 3.6343 -5.0351  0.10
H: -2.9312 2.6339 -4.4377  0.09
H: -1.2097 2.2941 -3.9769  0.05
H: -2.8466 5.4184 -4.2712  0.12
H: -3.9586 4.3683 -3.3880  0.11
H: -3.8533 6.6799 -2.5359  0.14
H: -1.8178 7.3633 -3.2645  0.09
H: -0.9274 6.2239 -2.1423  0.08
H: -1.9416 7.4700 -1.4194  0.07
H: -2.5640 5.0140 -0.5320  0.04
H: -4.1431 5.0305 -0.8657  0.07
C: 1.9152 -1.3622 -0.0764  -0.15
O: 0.9867 -0.4065 -0.2664  -0.20
C: 0.5808 -0.1607 -1.6355  -0.17
C: -0.2530 1.0763 -1.7491  -0.41
C: 0.7223 2.1982 -1.6964  -0.05
N: -1.4175 1.1033 -0.7916  0.11
H: 1.5914 -2.3619 -0.3493  0.06
H: 2.2684 -1.4380 0.9836  0.10
H: 2.7758 -1.0819 -0.6899  0.09
H: 1.4612 -0.0587 -2.2741  0.12
H: 0.0934 -1.0763 -1.9385  0.10
H: -0.7330 1.0679 -2.7604  0.11
H: 0.1965 3.0586 -2.1195  0.07
H: 1.6261 2.0264 -2.2584  0.08
H: 0.9327 2.4624 -0.6612  0.08
H: -1.9548 1.9372 -1.0258  0.08
H: -1.0351 1.2584 0.1385  0.05
O: 2.8341 -4.6669 2.2764  -0.09
C: 2.3664 -4.6824 3.6383  -0.22
C: 1.1260 -3.8665 3.7904  -0.28
O: 0.3256 -3.9290 2.6658  -0.08
H: 2.0428 -4.6529 1.7249  0.06
H: 2.2162 -5.7373 3.9517  0.12
H: 3.1926 -4.2859 4.2334  0.12
H: 1.4711 -2.8644 3.9238  0.10
H: 0.5357 -4.1619 4.6634  0.13
H: -0.6135 -3.7165 2.9083  0.08
O: -2.2294 -2.9044 2.2873  -0.09
C: -1.8404 -2.7361 0.9230  -0.24
C: -2.9107 -2.3543 -0.1137  -0.20
O: -3.4761 -1.0162 0.0530  -0.10
H: -2.5520 -2.0810 2.6959  0.04
H: -0.9638 -2.0661 0.9097  0.10
H: -1.4315 -3.6729 0.5633  0.09
H: -3.7706 -3.0532 -0.0697  0.12
H: -2.4600 -2.4707 -1.1238  0.08
H: -2.8255 -0.4238 -0.3618  0.02

* ΔE to the lowest compared entry with this formula, charge and spin: 86.4 kcal per mole
* structure (SMILES): COC[C@H](C)N.COC[C@H](C)N.COC[C@H](C)N.COC[C@H](C)N.COC[C@H](C)N.COC[C@H](C)N.COC[C@H](C)N.OCCO.OCCO
* gap between HOMO and LUMO: 9.6 eV
* molecular weight: 748.10 g mol⁻¹
* highest occupied orbital energy: -0.3284 Ha
* LUMO energy: 0.66 eV
* strongest force on any atom: 3.416 eV/A